(1)
Density functional theory data (the ωB97M-V functional and the def2-TZVPD basis) for 2 unconnected molecules or ions with the total composition C18H20ClSi in a non-equilibrium geometry.

Positions of all 40 atoms, in Å:
Cl: 6.23511 1.65047 -1.04223
C: 4.52706 1.75382 -1.08608
C: 3.87115 2.83537 -0.46773
C: 2.46108 2.89624 -0.49699
C: 1.70136 1.95297 -1.21232
C: 0.18002 1.86021 -1.11487
C: -0.71493 1.26768 -2.27522
C: -2.14249 1.64707 -1.80026
C: -1.92739 2.86527 -0.91620
C: -0.63134 2.97985 -0.53940
C: 2.38273 0.87669 -1.78841
C: 3.77955 0.78617 -1.77833
H: 4.45725 3.58722 0.07148
H: 1.94918 3.68817 0.05898
H: -0.41378 1.69080 -3.23848
H: -0.66756 0.17160 -2.32916
H: -2.90787 1.77847 -2.57601
H: -2.51709 0.79036 -1.19273
H: -2.77896 3.47622 -0.61053
H: -0.16163 3.72982 0.08169
H: 1.80513 0.07909 -2.25024
H: 4.29579 -0.04957 -2.25013
C: 1.45280 -1.70968 2.65445
Si: -0.29860 -1.70615 3.33559
H: 0.02586 1.02682 -0.46312
C: -1.43439 -2.21441 1.89507
C: -2.54543 -2.78173 2.59933
C: -3.45511 -3.64350 2.00885
C: -3.39130 -3.87647 0.63378
C: -2.43741 -3.20447 -0.13484
C: -1.49304 -2.33638 0.46787
H: 1.90202 -0.69762 2.78206
H: 2.09159 -2.51867 3.14874
H: 1.30666 -1.87517 1.56859
H: -0.48960 -0.21224 3.14591
H: -2.64074 -2.56731 3.66519
H: -4.14023 -4.16550 2.66545
H: -4.03489 -4.63422 0.20234
H: -2.39577 -3.38916 -1.21614
H: -0.80477 -1.80812 -0.20596

Forces on atoms 1 to 3 (eV/Å):
Cl 0.45 -0.05 0.03
C -1.44 0.50 -0.29
C -0.39 -0.61 -0.02

Calculated values
Spin multiplicity: 1
F_max (eV Å⁻¹): 6.12
Energy above the lowest of the compared OMol25 structures with the same formula, charge and spin (kcal/mol): 65.2
Total charge: +1
LUMO level (eV): -7.964
Frontier orbital gap (eV): 2.7
HOMO energy (eV): -10.69

Atom charges from the Löwdin analysis, given in e for atoms 1 to 4:
1. Cl 0.69
2. C -0.70
3. C -0.09
4. C -0.03

---

(2)
Density functional theory data (the ωB97M-V functional and the def2-TZVPD basis) for a gas-phase ion, C5H12N4 (charge +2) in a non-equilibrium geometry.

Positions of all 21 atoms, in Å:
C: -0.74024 -0.16808 -0.72153
C: -0.80490 -0.60394 -2.10449
C: -2.84015 0.44919 0.14455
C: 2.17385 -0.41887 -0.38944
C: 1.43945 0.54452 2.32109
N: -0.73250 0.69143 1.34583
N: -1.42181 0.29314 0.26862
N: 0.84490 -0.16085 0.13677
N: 0.50179 0.40232 1.25542
H: -1.68829 -1.17855 -2.16019
H: -1.12786 0.25542 -2.72155
H: 0.16192 -1.15430 -2.30336
H: -3.17741 -0.15070 1.01457
H: -3.14835 1.51583 0.39480
H: -3.14296 0.23135 -0.87844
H: 2.81643 -0.56685 0.45588
H: 2.29503 -1.33830 -0.94616
H: 2.38297 0.29622 -1.29514
H: 2.00909 -0.32220 2.60877
H: 2.24568 1.36537 2.01616
H: 0.96797 0.96831 3.26214

Forces on atoms 1 to 3 (eV/Å):
C 6.16 -0.04 2.86
C 0.71 0.61 0.69
C -1.73 1.76 2.25

Calculated values
Spin multiplicity: 1
F_max (eV Å⁻¹): 6.79
Energy above the lowest of the compared OMol25 structures with the same formula, charge and spin (kcal/mol): 115.1
Total charge: +2
LUMO level (eV): -9.688
Frontier orbital gap (eV): 9.9
HOMO energy (eV): -19.63

Atom charges from the Löwdin analysis, given in e for atoms 1 to 4:
1. C 0.05
2. C 0.06
3. C 0.08
4. C 0.03

---

(3)
Density functional theory data (the ωB97M-V functional and the def2-TZVPD basis) for 5 unconnected molecules or ions with the total composition C43H76F2N5O15 in a non-equilibrium geometry.

Positions of all 141 atoms, in Å:
C: -7.38860 0.96850 -4.82071
C: -5.83763 0.52173 -5.15945
C: -5.29606 1.01599 -6.63031
C: -4.86036 -0.25045 -7.62384
C: -3.32386 -0.10908 -8.18845
C: -2.21985 -1.05153 -7.42329
C: -2.51149 -1.29232 -5.82181
C: -3.12342 -2.82097 -5.55505
C: -1.80200 -3.80306 -5.34772
C: -1.40543 -3.98326 -3.74704
C: 0.06721 -3.32844 -3.37886
C: 0.51558 -3.66406 -1.80667
O: -0.71409 -4.22474 -1.18232
C: -0.82959 -3.71120 0.18653
C: -1.05478 -2.05221 0.25858
C: -2.62070 -1.82085 -0.12326
C: -3.00684 -0.45502 -0.91332
C: -0.76321 -1.71141 1.87030
C: -1.62780 -0.45393 2.45144
C: -0.64129 0.44471 3.46021
C: -0.75010 2.06400 3.07255
N: -1.76681 2.66258 4.01973
C: -1.09846 3.41952 5.14876
N: -0.13166 4.39220 5.01703
N: -1.50480 3.04859 6.57131
N: -0.03828 -1.42668 -0.67888
C: 0.45539 -0.04441 -0.20016
O: 1.50410 0.15522 0.59861
N: -0.24384 1.23661 -0.70319
C: 0.77347 2.30488 -1.05758
O: 1.41994 3.09773 -0.19830
F: 1.07605 2.50631 -2.51519
C: 1.14035 -2.36992 -1.00872
C: 2.27797 -1.64889 -1.98129
C: 3.71056 -1.35207 -1.16811
C: 4.19997 0.21031 -1.27643
F: 3.91532 0.86900 -2.57217
H: -7.45944 2.14609 -4.81800
H: -7.67520 0.56784 -3.73335
H: -8.15310 0.56714 -5.61120
H: -5.71924 -0.65516 -5.04271
H: -5.13572 0.99896 -4.35202
H: -6.13727 1.63142 -7.17728
H: -4.33906 1.70236 -6.56573
H: -5.57851 -0.17935 -8.55671
H: -5.06399 -1.29582 -7.12661
H: -3.32070 -0.40300 -9.34122
H: -2.95111 1.00081 -8.11020
H: -1.14628 -0.53739 -7.50821
H: -2.10561 -2.10071 -7.94238
H: -1.46864 -1.26932 -5.27101
H: -3.23301 -0.48617 -5.34338
H: -3.77825 -3.17925 -6.47863
H: -3.84172 -2.85771 -4.60761
H: -2.13191 -4.87278 -5.74835
H: -0.88254 -3.47121 -6.00462
H: -2.27843 -3.45255 -3.13822
H: -1.39338 -5.14537 -3.54212
H: 0.83255 -3.79246 -4.16659
H: -0.02971 -2.15502 -3.57149
H: 1.34110 -4.51566 -1.90592
H: 0.02295 -4.08202 0.90315
H: -1.84232 -4.15762 0.63421
H: -3.35855 -1.90172 0.81157
H: -2.93968 -2.73115 -0.82713
H: -2.77069 0.55111 -0.37031
H: -4.17596 -0.43112 -1.15382
H: -2.47287 -0.47332 -1.95956
H: 0.40128 -1.66376 2.10953
H: -1.14732 -2.67928 2.45459
H: -2.02399 0.30510 1.65648
H: -2.53578 -0.78531 3.15169
H: -0.98069 0.31593 4.58422
H: 0.50951 0.17541 3.30781
H: 0.32614 2.56892 3.16285
H: -1.10065 2.25405 1.97256
H: -2.49614 3.23065 3.53119
H: 0.11308 4.70814 5.98985
H: -0.90123 2.27437 6.94627
H: -2.51286 2.77263 6.52709
H: -0.44920 -1.21950 -1.63978
H: -0.70135 0.99121 -1.62224
H: 1.74005 -2.66363 -0.01873
H: 1.86512 -0.66796 -2.51857
H: 2.61855 -2.35361 -2.88355
H: 4.58607 -2.02225 -1.62132
H: 3.65305 -1.61944 -0.03051
H: 5.38806 0.19634 -1.16806
H: 3.82626 0.87342 -0.35785
C: 1.17012 -2.37873 9.40148
C: 1.35724 -0.96593 8.87722
C: 0.10593 -0.13951 8.86535
O: 0.39081 0.82174 7.86369
C: 1.25284 0.21682 6.99289
O: 1.56718 0.66845 5.90411
O: 1.71361 -0.96625 7.50254
H: 1.72400 -2.50588 10.33843
H: 0.12156 -2.59740 9.62997
H: 1.52946 -3.12967 8.69115
H: 2.16678 -0.46598 9.42352
H: -0.08683 0.34530 9.82670
H: -0.78530 -0.69848 8.55808
C: 7.95439 -4.20371 -5.37605
C: 6.81414 -3.87587 -4.42830
C: 6.50132 -4.95838 -3.43876
O: 5.14758 -4.68897 -3.11741
C: 4.60723 -4.09468 -4.22292
O: 3.41522 -3.89500 -4.38856
O: 5.58103 -3.75713 -5.12263
H: 8.79927 -3.53089 -5.19077
H: 8.33161 -5.22142 -5.22957
H: 7.65908 -4.09567 -6.42425
H: 7.00201 -2.91589 -3.93144
H: 7.13117 -4.90671 -2.54600
H: 6.55712 -5.96794 -3.86167
C: 2.51151 3.75003 6.93033
C: 3.86521 4.04765 7.55064
C: 4.73039 2.84021 7.75667
O: 5.58907 3.26139 8.80248
C: 4.88011 4.17617 9.52902
O: 5.22275 4.61299 10.61530
O: 3.73128 4.53419 8.87808
H: 2.44829 4.20523 5.93553
H: 2.35045 2.67589 6.78971
H: 1.68882 4.14318 7.53548
H: 4.38292 4.82177 6.97061
H: 5.30450 2.57705 6.86361
H: 4.17784 1.95930 8.10286
C: -0.63019 5.72401 -1.30373
C: -1.77043 6.05185 -0.35598
C: -2.08326 4.96933 0.63356
O: -3.43700 5.23875 0.95492
C: -3.97734 5.83303 -0.15060
O: -5.16936 6.03272 -0.31623
O: -3.00354 6.17059 -1.05031
H: 0.21469 6.39682 -1.11844
H: -0.25297 4.70630 -1.15724
H: -0.92549 5.83205 -2.35192
H: -1.58257 7.01183 0.14089
H: -1.45341 5.02101 1.52633
H: -2.02746 3.95978 0.21066

Forces on atoms 1 to 3 (eV/Å):
C 0.47 0.14 0.34
C 0.10 0.11 0.26
C 0.13 -0.56 -0.46

Calculated values
Spin multiplicity: 1
F_max (eV Å⁻¹): 10.27
Energy above the lowest of the compared OMol25 structures with the same formula, charge and spin (kcal/mol): 341.8
Total charge: +1
LUMO level (eV): -4.220
Frontier orbital gap (eV): 7.1
HOMO energy (eV): -11.31

Atom charges from the Löwdin analysis, given in e for atoms 1 to 4:
1. C -0.15
2. C -0.28
3. C -0.21
4. C -0.21

---

(4)
Density functional theory data (the ωB97M-V functional and the def2-TZVPD basis) for a molecular structure, C46H39BF3FeI2N3O4S2 in a non-equilibrium geometry.

Positions of all 101 atoms, in Å:
Fe: 0.25944 0.06629 -0.54823
F: -2.56938 -3.64822 -3.71342
C: -2.70610 -2.46536 -4.34133
F: -1.67627 -2.33476 -5.18566
F: -3.81747 -2.55666 -5.10368
C: -2.81743 -1.32989 -3.35479
C: -4.03925 -0.70073 -3.18341
C: -4.14708 0.36252 -2.30541
C: -3.02192 0.71603 -1.58142
N: -1.87390 0.05987 -1.67069
C: -1.73141 -0.90805 -2.57651
S: -0.11657 -1.59467 -2.70239
H: -4.88824 -1.01375 -3.77490
H: -5.07259 0.90503 -2.17882
H: -3.04867 1.55366 -0.89861
I: 3.34680 3.61729 1.70329
C: 3.79737 1.71225 0.98854
C: 5.12240 1.28750 1.01228
C: 5.44723 0.03578 0.53192
I: 7.45202 -0.54992 0.66657
C: 4.48203 -0.83429 -0.02616
C: 4.72773 -2.14501 -0.50788
C: 3.62885 -2.89865 -0.94436
C: 2.37439 -2.35181 -0.99438
N: 2.10786 -1.06158 -0.63491
C: 3.15169 -0.34661 -0.07809
C: 2.77566 0.89829 0.48760
O: 1.50799 1.22995 0.48577
H: 5.88981 1.93814 1.40723
H: 5.72376 -2.56033 -0.48839
H: 3.75685 -3.93301 -1.23971
H: 1.53241 -2.95100 -1.31330
O: -0.41261 3.60584 0.79614
S: -1.14290 2.33757 1.04008
C: -2.84158 2.83580 1.39938
C: -3.09899 4.18820 1.54247
C: -4.39388 4.60243 1.82660
C: -5.41606 3.67329 1.95433
C: -5.14668 2.31867 1.79740
C: -3.85677 1.89573 1.51619
C: -0.75782 1.79240 2.71085
C: -1.28883 0.62657 3.23895
C: -0.90611 0.24017 4.51292
C: -0.00463 1.01072 5.23717
C: 0.50741 2.17994 4.69552
C: 0.12921 2.57985 3.41977
H: -2.28051 4.88707 1.42560
H: -4.60343 5.65805 1.94720
H: -6.42490 4.00242 2.16844
H: -5.94136 1.58954 1.89242
H: -3.64457 0.83964 1.39112
H: -1.96004 0.00751 2.65988
H: -1.29540 -0.67969 4.93074
H: 0.31568 0.68257 6.21808
H: 1.21521 2.77828 5.25500
H: 0.53265 3.46898 2.95678
N: -0.40336 -1.10223 0.88744
C: -0.41203 -2.16322 1.54098
C: -1.62500 -3.06646 1.56869
C: -2.30589 -3.32315 0.38075
C: -3.48783 -4.04565 0.37915
C: -4.02144 -4.51052 1.57668
C: -3.35565 -4.25560 2.76706
C: -2.16021 -3.54638 2.75985
C: 0.77645 -2.55468 2.39435
C: 1.04365 -3.86708 2.77170
C: 2.20057 -4.17643 3.47655
C: 3.10104 -3.17494 3.80870
C: 2.84565 -1.86247 3.42782
C: 1.69066 -1.55582 2.72818
H: -1.88408 -2.94253 -0.54269
H: -3.99706 -4.24578 -0.55658
H: -4.94901 -5.06997 1.57997
H: -3.76856 -4.60690 3.70526
H: -1.63861 -3.35169 3.69051
H: 0.35793 -4.65760 2.48884
H: 2.40445 -5.20358 3.75531
H: 4.00601 -3.41617 4.35326
H: 3.55553 -1.07716 3.65932
H: 1.48826 -0.54381 2.39671
C: 2.23162 2.77628 -2.03263
C: 1.32770 2.24280 -3.12489
C: 0.49424 3.36559 -3.70932
O: 0.38523 1.27574 -2.53290
B: 0.92798 0.01562 -2.78022
O: 2.03255 0.03961 -3.57531
C: 2.07652 1.36032 -4.16858
C: 1.33676 1.25731 -5.49760
C: 3.52241 1.75270 -4.39073
H: 1.62950 3.12864 -1.19424
H: 2.82816 3.60482 -2.41966
H: 2.90661 2.01163 -1.65178
H: 0.01524 3.90913 -2.89428
H: -0.27756 2.99514 -4.38231
H: 1.13570 4.06154 -4.25403
H: 0.29053 0.98428 -5.34695
H: 1.80654 0.47784 -6.09729
H: 1.37682 2.19717 -6.05011
H: 4.10550 1.63677 -3.47994
H: 3.58708 2.79091 -4.72350
H: 3.95827 1.11616 -5.16130

Forces on atoms 1 to 3 (eV/Å):
Fe 0.11 -0.32 1.80
F 0.05 0.02 -0.05
C -0.02 0.07 0.07

Calculated values
Spin multiplicity: 6
F_max (eV Å⁻¹): 1.83
Expectation value of S²: 8.79
Energy above the lowest of the compared OMol25 structures with the same formula, charge and spin (kcal/mol): 73.4
Total charge: -1
LUMO level (alpha / beta) (eV): 1.989 / 1.983
Frontier orbital gap (alpha / beta) (eV): 3.8 / 5.9
HOMO energy (alpha / beta) (eV): -1.83 / -3.92

Atom charges from the Löwdin analysis, given in e for atoms 1 to 4:
1. Fe 0.67
2. F 0.14
3. C -0.60
4. F 0.13

---

Number 1: energy -1447.14246 a.u.. Number 2: energy -415.90014 a.u.. Number 3: energy -3285.41070 a.u.. Number 4: energy -5221.65173 a.u..